Density functional theory data (ωB97M-V/def2-TZVPD) for C8H10AsCuF12N2P as an isolated structure at a distorted geometry.

Gap between HOMO and LUMO   8.80 eV
HOMO level   -6.337 eV
2S+1   1
F_max   5.7 eV/A
Net charge   -1

Positions of all 35 atoms, in Å:
Cu -0.195 -0.467 -0.199
As -0.244 -2.084 3.385
F 0.330 -1.048 1.999
F 1.131 -1.381 4.339
F -0.888 -3.052 4.738
F -1.514 -2.769 2.334
F 0.778 -3.454 2.827
F -1.331 -0.800 3.903
P -0.512 -1.901 -2.922
F -1.591 -2.331 -1.754
F -1.884 -1.509 -3.707
F -0.503 -0.425 -2.446
F 0.387 -1.556 -4.197
F 0.697 -2.263 -1.920
F -0.551 -3.480 -3.428
N 2.885 0.498 0.125
C 2.634 1.859 0.386
C 2.416 2.375 -0.803
C 2.227 1.359 -1.748
C 2.476 0.180 -1.174
H 3.158 -0.178 0.823
H 2.728 2.186 1.411
H 2.195 3.398 -1.070
H 1.880 1.416 -2.769
H 2.517 -0.860 -1.463
N -1.451 2.114 1.280
C -2.359 1.123 1.288
C -2.669 0.820 -0.065
C -1.823 1.534 -0.835
C -1.092 2.367 -0.015
H -1.276 2.752 2.043
H -2.943 0.840 2.151
H -3.470 0.139 -0.314
H -1.751 1.458 -1.910
H -0.392 3.140 -0.294